Here is a structure of composition C39H46CdOP2 in a non-equilibrium geometry from the OMol25 dataset. Energies are from the ωB97M-V functional and the def2-TZVPD basis.

```
89
Properties=species:S:1:pos:R:3:lowdin_charge:R:1
Cd 0.0000 0.0000 0.0000 1.3699
C 0.3903 1.2595 1.7952 -0.1955
C 1.4695 0.3917 1.6639 -0.1972
C 1.6842 -0.8625 2.4949 -0.1885
C 1.1212 -2.1418 1.8288 -0.1848
C -0.1832 -1.9324 1.0922 -0.2296
C -1.2417 -1.1301 1.5056 -0.1913
C -1.2999 -0.3778 2.8248 -0.1605
C -0.7934 1.0814 2.7198 -0.1709
C -0.9553 -0.7814 -1.6710 -0.3079
H 0.5056 2.2626 1.3886 0.1001
H 2.3428 0.7675 1.1357 0.0956
H 1.2469 -0.7264 3.4878 0.1013
H 2.7597 -0.9987 2.6498 0.1085
H 1.8511 -2.5093 1.0994 0.0910
H 1.0100 -2.9356 2.5831 0.1247
H -0.3856 -2.6573 0.3058 0.1005
H -2.1906 -1.2620 0.9910 0.1074
H -0.7346 -0.9231 3.5855 0.0991
H -2.3390 -0.3587 3.1700 0.1167
H -1.6044 1.7089 2.3346 0.0619
H -0.5542 1.4652 3.7234 0.1314
H -1.3842 0.0124 -2.2910 -0.0471
H -1.7507 -1.4844 -1.3916 -0.0370
H -0.2154 -1.3188 -2.2787 -0.0658
P 7.3893 -6.1620 -1.8295 1.0180
P 4.5653 -8.6177 -2.1936 1.0119
C 6.7794 -7.4735 -0.7331 -0.3345
C 5.6919 -8.2674 -0.8143 -0.3455
C 9.2065 -6.1730 -1.6258 -0.4141
C 9.8481 -6.6137 -0.4597 -0.0991
C 11.2402 -6.6120 -0.3804 -0.0824
C 12.0030 -6.1595 -1.4579 -0.0865
C 11.3716 -5.7104 -2.6193 -0.0844
C 9.9814 -5.7261 -2.7056 -0.1097
C 6.8811 -4.7002 -0.8286 -0.3693
C 5.5072 -4.4360 -0.7060 -0.1039
C 5.0554 -3.3283 0.0074 -0.0868
C 5.9711 -2.4487 0.5887 -0.0949
C 7.3376 -2.6893 0.4521 -0.0860
C 7.7917 -3.8082 -0.2480 -0.0850
C 4.8152 -10.4406 -2.3029 -0.3765
C 6.0604 -10.9033 -2.7596 -0.1097
C 6.3066 -12.2673 -2.8972 -0.0899
C 5.3025 -13.1931 -2.6064 -0.0940
C 4.0553 -12.7423 -2.1754 -0.0870
C 3.8121 -11.3765 -2.0208 -0.0868
C 2.8847 -8.4856 -1.4850 -0.4160
C 1.8445 -8.1194 -2.3509 -0.1094
C 0.5405 -7.9959 -1.8768 -0.0842
C 0.2656 -8.2199 -0.5264 -0.0880
C 1.2955 -8.5789 0.3443 -0.0846
C 2.5988 -8.7172 -0.1319 -0.0985
H 7.3556 -7.5206 0.1924 0.0549
H 5.4876 -8.9121 0.0421 0.0632
H 9.2534 -6.9591 0.3805 0.0906
H 11.7291 -6.9691 0.5217 0.1025
H 13.0877 -6.1615 -1.3943 0.1017
H 11.9626 -5.3641 -3.4626 0.1026
H 9.4863 -5.4081 -3.6192 0.0964
H 4.7858 -5.1002 -1.1780 0.0973
H 3.9881 -3.1450 0.0997 0.0845
H 5.6204 -1.5795 1.1379 0.0945
H 8.0576 -2.0082 0.8982 0.1018
H 8.8580 -3.9912 -0.3385 0.0955
H 6.8408 -10.1890 -3.0147 0.0998
H 7.2793 -12.6074 -3.2431 0.1014
H 5.4903 -14.2568 -2.7218 0.0996
H 3.2667 -13.4555 -1.9501 0.1014
H 2.8408 -11.0380 -1.6742 0.0948
H 2.0689 -7.9145 -3.3942 0.0967
H -0.2577 -7.7091 -2.5558 0.1031
H -0.7484 -8.1101 -0.1521 0.1010
H 1.0859 -8.7463 1.3969 0.1015
H 3.3998 -9.0026 0.5430 0.0943
C -2.2236 3.1931 -1.2834 -0.0746
C -2.0668 2.7192 0.1751 -0.7171
C -1.4801 3.9187 0.9646 -0.0600
C -3.4836 2.3288 0.6670 -0.0508
O -1.2086 1.5902 0.1024 -0.4529
H -2.8989 4.0741 -1.3532 0.0796
H -2.6452 2.3812 -1.9152 0.0804
H -1.2360 3.4750 -1.7092 0.0852
H -2.1592 4.7947 0.8800 0.0851
H -1.3479 3.7464 2.0472 0.0690
H -0.4959 4.2140 0.5416 0.0855
H -3.8909 1.5080 0.0381 0.0874
H -3.5393 1.9933 1.7176 0.0662
H -4.1691 3.2001 0.5850 0.0825
```

As for the LUMO energy: 0.3 eV. Its orbital gap is 0.2801 hartree. The calculation puts the HOMO energy at -7.28 eV. Its calculated total energy is -66372.8183 eV. The value obtained for the energy relative to the best compared isomer or geometry (same formula, charge and spin) is 1.566 eV.